A structure of composition C53H71AsNO5P2RbSSi3, computed with the ωB97M-V functional and the def2-TZVPD basis.

Structure (XYZ):
```
138
Properties=species:S:1:pos:R:3:lowdin_charge:R:1
Rb 0.01848 -0.07066 1.03332 0.7398
C -2.82734 2.48261 2.46654 -0.1584
O -1.44844 2.21750 2.43600 -0.3401
Si -0.39716 2.55827 3.71422 0.2487
C -0.76571 1.23251 5.00997 -0.1542
C -1.05296 4.16584 4.49681 -0.1682
C 1.27108 2.61010 3.09001 -0.4432
Si 2.62029 2.12225 4.18699 0.3500
C 4.35526 2.24096 3.42023 -0.1949
C 2.57539 0.34410 4.82188 -0.1672
C 2.74557 3.19917 5.75907 -0.1948
Si 1.61947 3.79655 1.77594 0.3484
C 2.77023 3.11402 0.42264 -0.1900
C 0.11157 4.40334 0.80641 -0.1700
C 2.46902 5.40199 2.36611 -0.1932
H -3.03754 3.50443 2.80413 0.0726
H -3.35881 1.78943 3.13400 0.0826
H -3.22549 2.36990 1.45672 0.0699
H -1.84108 1.22172 5.21907 0.0224
H -0.24686 1.41685 5.95516 0.0218
H -0.48241 0.24014 4.64979 0.0234
H -2.03464 4.05619 4.96950 0.0167
H -1.11656 4.97060 3.75859 0.0157
H -0.34132 4.48467 5.26414 0.0177
H 4.46775 1.52060 2.60645 0.0214
H 5.09393 1.99090 4.18898 0.0187
H 4.59481 3.23390 3.03278 0.0077
H 2.57809 -0.35036 3.97811 0.0214
H 1.69632 0.12466 5.42954 0.0126
H 3.46314 0.13370 5.42866 0.0283
H 2.85427 4.25355 5.48718 0.0128
H 3.59201 2.91512 6.39411 0.0108
H 1.83183 3.10842 6.35577 0.0091
H 2.20587 2.42964 -0.22177 0.0135
H 3.61251 2.56351 0.84254 0.0111
H 3.17491 3.91941 -0.20043 0.0186
H -0.35396 3.59800 0.23185 0.0279
H 0.41904 5.19163 0.10873 0.0182
H -0.66176 4.82173 1.45575 0.0157
H 3.40889 5.19440 2.88497 0.0022
H 1.81511 5.92344 3.07229 0.0175
H 2.68297 6.08127 1.53326 0.0107
C -4.73422 -1.57076 1.51300 -0.0045
C -4.07904 -0.55749 0.59208 -0.3605
O -2.88257 -0.39310 0.74993 -0.0562
C -4.89150 0.12403 -0.45909 -0.0850
C -6.26070 -0.18126 -0.41679 -0.0557
C -7.17213 0.31280 -1.32615 -0.1024
C -6.70502 1.14894 -2.32686 -0.0799
C -5.36206 1.46664 -2.39245 -0.0224
C -4.40334 0.98577 -1.48753 -0.0214
O -2.14626 1.66369 -0.72398 -0.0787
H -3.96258 -1.92745 2.19045 0.0905
H -5.12774 -2.41099 0.93628 0.0870
H -5.55102 -1.13366 2.08807 0.0799
H -6.62734 -0.84064 0.35492 0.0905
H -8.21897 0.04410 -1.25541 0.0903
H -7.38513 1.55606 -3.06690 0.0966
H -5.01400 2.10739 -3.18803 0.0927
C -0.67117 -3.00200 -3.81816 -0.1644
N -0.46806 -1.94462 -2.83760 -0.5071
P -1.76930 -1.26844 -1.86368 0.9804
C -2.44042 0.13862 -2.69727 -0.3753
C -2.54136 0.18460 -4.09163 -0.1803
C -2.81448 1.32842 -4.81270 -0.1622
C -2.81768 2.55394 -4.07789 -0.1790
C -2.83885 2.57728 -2.73164 -0.0838
C -2.92421 1.33536 -1.87488 -0.4586
C -3.04212 -2.59502 -2.07009 -0.3258
C -4.29569 -2.32877 -2.61863 -0.0837
C -5.29743 -3.29305 -2.61758 -0.0955
C -5.06385 -4.54606 -2.07037 -0.1186
C -3.81698 -4.82893 -1.52236 -0.0996
C -2.82469 -3.86155 -1.51658 -0.0988
P 0.98614 -1.83347 -1.95297 0.9568
C 1.21080 -3.56122 -1.33266 -0.3327
C 1.99752 -4.56370 -1.89256 -0.0964
C 2.09401 -5.81171 -1.28790 -0.1011
C 1.40030 -6.07421 -0.11516 -0.0994
C 0.59305 -5.09060 0.44125 -0.0718
C 0.50066 -3.84820 -0.16530 -0.1289
C 2.29409 -1.74933 -3.23304 -0.3777
C 2.05039 -1.29533 -4.52776 -0.1348
C 3.09634 -1.12079 -5.42540 -0.1072
C 4.40506 -1.37748 -5.03901 -0.1200
C 4.66309 -1.79890 -3.73991 -0.1087
C 3.61706 -1.97643 -2.84604 -0.1165
H -1.55390 -2.79013 -4.42276 0.0702
H -0.81082 -3.98422 -3.35127 0.0688
H 0.19207 -3.07354 -4.48360 0.0618
H -2.32324 -0.72847 -4.64254 0.0859
H -2.80859 1.32255 -5.89508 0.0596
H -2.74535 3.49692 -4.61392 0.0896
H -2.73634 3.50249 -2.17554 0.1095
H -2.22174 0.91922 -0.10636 -0.0305
H -4.48308 -1.34668 -3.03848 0.0955
H -6.26672 -3.05544 -3.04140 0.0943
H -5.84608 -5.29655 -2.06459 0.0865
H -3.62068 -5.80193 -1.08646 0.0944
H -1.86510 -4.08969 -1.06728 0.0831
H 2.54938 -4.37156 -2.80494 0.0946
H 2.71811 -6.57824 -1.73336 0.0902
H 1.49150 -7.04040 0.36703 0.0919
H 0.05374 -5.27331 1.36275 0.1109
H -0.14834 -3.09571 0.27124 0.0802
H 1.03815 -1.04626 -4.81908 0.0841
H 2.88465 -0.77284 -6.43030 0.0954
H 5.22012 -1.23810 -5.73963 0.0888
H 5.68167 -1.98188 -3.41876 0.0952
H 3.82768 -2.28874 -1.82862 0.1134
O 0.04916 -2.14760 2.74687 -0.1649
C 1.28728 -2.30464 2.60705 -0.7472
O 1.99771 -1.87645 1.66960 -0.1468
C 1.99342 -3.11503 3.69258 -0.1398
C 1.34172 -3.41606 4.88245 -0.0299
C 1.98708 -4.14112 5.87428 -0.1016
C 3.28886 -4.58513 5.67630 -0.1234
C 3.94151 -4.29411 4.48490 -0.1020
C 3.29669 -3.55654 3.50126 -0.0275
H 0.32661 -3.06127 5.00660 0.1108
H 1.47724 -4.35812 6.80625 0.0888
H 3.79466 -5.15177 6.45013 0.0847
H 4.95801 -4.63689 4.32727 0.0885
H 3.78564 -3.29728 2.57086 0.1114
C 3.94439 2.09705 -2.72342 -0.2376
As 2.27269 2.72475 -3.46289 0.6179
C 2.69511 2.93520 -5.34730 -0.2678
C 2.06586 4.55129 -2.86550 -0.2550
S 0.62550 1.54297 -3.10129 0.2422
H 4.76429 2.76076 -3.00132 0.0334
H 4.11537 1.09515 -3.11531 0.0157
H 3.84743 2.05230 -1.63968 0.0054
H 3.55421 3.59305 -5.48585 0.0248
H 1.81923 3.34306 -5.84894 0.0278
H 2.90988 1.94666 -5.75022 0.0104
H 2.96239 5.13884 -3.06630 0.0324
H 1.84713 4.53845 -1.80064 -0.0019
H 1.20940 4.96655 -3.39485 0.0339
```

Calculated values
**LUMO**: 3.71 eV
**Energy relative to the best compared isomer or geometry (same formula, charge and spin)**: 2.3265 eV
**Charge**: -2
**Highest occupied orbital energy**: -1.267 eV
**DFT total energy**: -182387.311 eV